DFT (ωB97M-V with the def2-TZVPD basis set) results for a cluster of 3 separate species, C27H33N6O8 in total.

The geometry in XYZ format:
```
74
Properties=species:S:1:pos:R:3:forces:R:3:mulliken_charge:R:1
N 1.2074 0.0559 -0.7407 -0.1 0.0 0.0 -0.149
C 2.3506 -0.4855 -0.8515 0.0 -0.2 0.1 0.202
N 2.9070 -1.4589 0.0396 0.2 0.6 0.2 -0.646
N 3.1883 -0.1567 -1.9080 0.1 -0.7 -0.3 -0.181
C 2.6593 -0.4784 -3.2420 0.4 0.3 0.6 0.716
C 2.5632 -1.9721 -3.5058 -0.1 -0.3 -0.3 -0.310
C 1.7615 -2.3632 -4.7644 0.1 0.3 0.4 -1.210
C 0.5427 -1.5041 -5.0691 -0.3 -0.3 -0.5 -0.590
N -0.6675 -1.8279 -4.2888 1.1 0.8 0.3 0.146
C -0.5526 -2.5496 -3.0179 -0.4 -0.2 1.1 0.147
C -1.9690 -2.3874 -2.4077 0.1 -0.6 0.0 -0.702
N -2.6411 -1.4074 -3.2748 0.3 0.5 0.5 -0.288
C -1.5980 -0.8846 -4.0449 -0.3 -1.0 -0.3 0.402
N -1.5573 0.3517 -4.4179 -0.5 0.3 -0.7 -0.059
C -2.5595 1.3496 -4.0636 -0.1 0.4 0.5 -1.117
C -1.9666 2.4569 -3.2138 0.2 0.0 -0.2 0.837
C -2.8318 3.4479 -2.7546 0.6 0.2 0.3 -0.694
C -2.3444 4.4613 -1.9347 0.1 -0.3 -0.2 -0.608
C -0.9928 4.5033 -1.5924 -0.2 -0.3 -0.2 -0.570
C -0.1379 3.5178 -2.0652 -0.1 -0.1 0.0 -0.589
C -0.6135 2.4889 -2.8727 -0.7 0.4 0.1 0.270
H 0.7431 -0.3412 0.0720 -0.2 0.1 0.0 -0.162
H 2.5892 -2.3830 -0.2180 0.2 -0.2 0.0 0.234
H 2.6269 -1.2714 0.9936 -0.1 -0.1 0.1 0.320
H 4.1022 -0.5566 -1.7475 0.1 -0.1 -0.1 0.377
H 1.6933 0.0085 -3.2713 -0.1 0.2 -0.2 -0.941
H 3.3404 -0.0296 -3.9595 -0.2 0.2 -0.3 0.317
H 3.5720 -2.3602 -3.6219 0.1 -0.1 0.0 0.400
H 2.1461 -2.5012 -2.6535 -0.1 0.1 0.3 0.190
H 2.3999 -2.2970 -5.6392 0.1 0.0 -0.1 0.473
H 1.4642 -3.4041 -4.6767 0.0 -0.2 -0.2 0.334
H 0.7815 -0.4479 -4.9818 0.2 0.2 0.2 0.326
H 0.2925 -1.6527 -6.1169 -0.2 -0.1 -0.1 0.331
H 0.1305 -2.0366 -2.3432 0.2 0.2 -0.2 -0.350
H -0.2226 -3.5785 -3.0752 -0.1 -0.2 -0.5 0.502
H -1.9163 -2.0263 -1.3875 0.1 0.3 0.1 0.276
H -2.5183 -3.3193 -2.3572 -0.1 -0.1 -0.3 0.326
H -3.3060 -1.8565 -3.8901 -0.3 0.2 0.0 0.315
H -0.7928 0.6757 -4.9914 0.1 -0.1 0.0 0.377
H -3.0373 1.7484 -4.9533 0.1 0.0 -0.3 0.433
H -3.3250 0.8545 -3.4805 -0.1 -0.2 0.0 0.452
H -3.8783 3.4356 -3.0172 -0.2 -0.1 -0.1 0.441
H -3.0394 5.1945 -1.5610 0.0 0.2 0.1 0.403
H -0.6014 5.2733 -0.9505 0.0 0.2 0.1 0.483
H 0.9047 3.5257 -1.7893 0.1 0.0 0.0 0.439
H 0.0558 1.7150 -3.2040 0.2 -0.1 0.1 -0.263
C -0.0355 2.2917 1.7916 0.1 0.0 -0.1 -0.537
C -0.6277 1.2545 2.3901 0.1 0.3 -0.2 0.290
C -1.4900 1.4277 3.6122 -0.1 0.3 0.2 0.857
O -1.9988 0.4274 4.0840 0.0 -0.2 -0.2 -0.681
C -1.6592 2.7622 4.1570 -0.1 -0.1 0.0 -1.050
C -1.0645 3.8049 3.5586 -0.1 0.0 0.2 0.319
C -0.2206 3.6315 2.3260 0.2 -0.4 -0.3 0.949
O 0.2765 4.6148 1.8139 -0.1 0.3 0.2 -0.639
O -1.1692 5.0509 3.9958 0.1 0.0 -0.1 -0.568
O -0.5095 -0.0002 1.9551 -0.1 -0.2 0.1 -0.538
H 0.5826 2.1831 0.9099 0.0 0.0 0.0 0.427
H -2.2675 2.8709 5.0435 0.0 0.0 0.0 0.474
H -0.6457 5.6049 3.3865 0.0 0.0 0.0 0.362
H -1.0462 -0.5488 2.5588 -0.1 0.0 0.0 0.366
C 0.0521 -1.6736 5.4560 0.1 -0.2 -0.1 -0.711
C 0.4080 -0.9819 6.5466 -0.1 0.1 -0.2 0.097
C 1.1720 -1.6189 7.6779 0.1 -0.4 0.1 0.851
O 1.4693 -0.9104 8.6196 -0.1 0.2 0.0 -0.618
C 1.5048 -3.0297 7.5791 0.0 0.1 0.1 -1.047
C 1.1460 -3.7195 6.4881 0.1 -0.1 0.2 0.326
C 0.4047 -3.0750 5.3476 -0.1 0.4 0.0 1.166
O 0.1352 -3.7689 4.3822 0.1 -0.2 0.0 -0.659
O 1.4121 -5.0084 6.3224 0.0 0.0 -0.1 -0.559
O 0.1276 0.3018 6.7204 0.1 -0.1 0.1 -0.494
H -0.4968 -1.2263 4.6440 -0.1 0.0 0.0 0.401
H 2.0397 -3.4814 8.4023 0.0 0.0 0.0 0.430
H 1.0444 -5.2540 5.4527 0.0 0.0 0.0 0.366
H 0.5030 0.5443 7.5898 0.0 0.0 0.0 0.375
```
Positions in Å, forces in eV/Å.

## Properties
Energy = -1978.883995 a.u.
Charge = +1
HOMO-LUMO gap = 7.8923 eV